Computed, not measured: the molecule C2H6ClNO2 in a non-equilibrium geometry, with the ωB97M-V functional and the def2-TZVPD basis.

Calculated values
* LUMO: 0.3 eV
* gap between HOMO and LUMO: 10.35 eV
* energy relative to the best compared isomer or geometry (same formula, charge and spin): 1.6 kcal per mole
* HOMO energy: -10.075 eV
* maximum force: 3.5 eV Å⁻¹
* 2S+1: 1
* SMILES: N[C@](O)(Cl)CO

CARTESIAN COORDINATES (ANGSTROEM)
N (-0.840, 0.728, 0.945)
C (-0.372, 0.346, -0.305)
O (-0.035, 1.332, -1.184)
Cl (-1.950, -0.564, -1.290)
C (0.603, -0.752, -0.212)
O (0.971, -1.221, -1.510)
H (-1.487, 1.546, 0.876)
H (-1.333, -0.124, 1.318)
H (-0.872, 1.985, -1.203)
H (1.539, -0.343, 0.312)
H (0.292, -1.619, 0.344)
H (0.728, -0.473, -2.090)

Cartesian forces (eV/Å) of the 6 atoms listed first:
N -1.38 -0.12 0.15
C -1.74 -0.05 -0.37
O -2.46 1.97 0.73
Cl 0.29 0.30 0.40
C 3.07 -0.32 -0.85
O -0.26 0.95 0.20

How is the electron density shared among the atoms? According to Löwdin, the charges in e are: 0.075 -0.827 -0.035 0.363 -0.266 -0.083 0.117 0.118 0.186 0.158 0.121 0.074



Computed, not measured: a cluster of 2 separate species, C2H6ClNOS in total in a non-equilibrium geometry, with the ωB97M-V functional and the def2-TZVPD basis.

Calculated values
* LUMO (alpha / beta): 0.6 / -2.5 eV
* gap between HOMO and LUMO (alpha / beta): 6.49 / 6.29 eV
* energy relative to the best compared isomer or geometry (same formula, charge and spin): 38.6 kcal per mole
* HOMO energy (alpha / beta): -5.875 / -8.773 eV
* maximum force: 10.1 eV Å⁻¹
* 2S+1: 3
* expectation value of S²: 2.007

CARTESIAN COORDINATES (ANGSTROEM)
C (3.530, -2.087, -1.430)
C (3.327, -0.828, -1.023)
N (-3.273, -0.324, 0.449)
O (-0.691, -0.339, -0.298)
S (-1.603, -0.301, 1.100)
Cl (4.010, -0.375, 0.535)
H (3.162, -2.576, -2.340)
H (-0.273, -1.260, -0.449)
H (4.012, -2.690, -0.706)
H (2.792, 0.043, -1.443)
H (-3.708, 0.583, 0.401)
H (-3.752, -0.683, 1.260)

Cartesian forces (eV/Å) of the 6 atoms listed first:
C 1.04 -7.61 -2.82
C -1.39 9.49 3.25
N 1.34 -0.45 0.96
O 0.70 -1.92 0.14
S -0.91 0.50 -1.33
Cl -0.45 -0.47 -1.23

How is the electron density shared among the atoms? According to Löwdin, the charges in e are: -0.114 -0.628 -0.302 -0.530 0.770 0.595 0.066 0.069 0.024 0.061 0.002 -0.013



Computed, not measured: a cluster of 2 separate species, C2H6ClO in total in a non-equilibrium geometry, with the ωB97M-V functional and the def2-TZVPD basis.

Calculated values
* LUMO (alpha / beta): 0.8 / -2.4 eV
* gap between HOMO and LUMO (alpha / beta): 11.27 / 8.12 eV
* energy relative to the best compared isomer or geometry (same formula, charge and spin): 12.0 kcal per mole
* HOMO energy (alpha / beta): -10.500 / -10.500 eV
* maximum force: 1.5 eV Å⁻¹
* 2S+1: 2
* expectation value of S²: 0.753

CARTESIAN COORDINATES (ANGSTROEM)
H (-2.264, 4.216, -1.004)
C (-1.873, 5.009, -1.674)
C (-1.104, 6.054, -0.881)
Cl (-0.422, 7.374, -1.788)
H (-1.225, 4.519, -2.415)
H (-2.736, 5.457, -2.185)
H (-1.781, 6.495, -0.156)
H (-0.274, 5.560, -0.384)
O (-3.186, 2.395, 0.372)
H (-3.721, 1.586, 0.152)

Cartesian forces (eV/Å) of the 6 atoms listed first:
H 0.31 0.55 -0.23
C -0.18 -0.21 -0.31
C -0.63 -1.19 0.70
Cl 0.28 0.65 -0.81
H -0.20 0.19 0.10
H 0.28 -0.10 0.02

How is the electron density shared among the atoms? According to Löwdin, the charges in e are: 0.046 -0.171 -0.711 0.546 0.071 0.071 0.061 0.061 -0.005 0.031



Computed, not measured: the molecule C2H6ClO2P in a non-equilibrium geometry, with the ωB97M-V functional and the def2-TZVPD basis.

Calculated values
* LUMO: 0.7 eV
* gap between HOMO and LUMO: 10.92 eV
* energy relative to the best compared isomer or geometry (same formula, charge and spin): 16.6 kcal per mole
* HOMO energy: -10.247 eV
* maximum force: 3.0 eV Å⁻¹
* 2S+1: 1
* SMILES: CCOP(O)Cl

CARTESIAN COORDINATES (ANGSTROEM)
C (-0.834, 0.654, -0.527)
C (0.536, 0.064, -0.061)
O (0.598, -1.012, 0.909)
P (0.581, -2.554, 0.342)
O (0.395, -3.130, 1.787)
Cl (-1.564, -2.917, -0.129)
H (-1.608, 0.121, -0.011)
H (-0.745, 1.739, -0.349)
H (-1.075, 0.392, -1.580)
H (1.184, 0.842, 0.312)
H (1.244, -0.204, -0.941)
H (-0.367, -2.777, 2.234)

Cartesian forces (eV/Å) of the 6 atoms listed first:
C 1.30 -0.98 -0.32
C 2.10 -0.04 -2.09
O -0.97 0.41 -1.50
P -1.25 0.95 0.09
O 1.16 -1.66 0.84
Cl 0.84 0.52 -0.30

How is the electron density shared among the atoms? According to Löwdin, the charges in e are: -0.079 -0.323 -0.407 0.619 -0.343 0.089 0.037 0.077 0.079 0.093 0.121 0.037



Computed, not measured: a structure of composition C2H6ClO2Y in a non-equilibrium geometry, with the ωB97M-V functional and the def2-TZVPD basis.

Calculated values
* LUMO: -12.3 eV
* gap between HOMO and LUMO: 3.34 eV
* total charge: +2
* energy relative to the best compared isomer or geometry (same formula, charge and spin): 6.4 kcal per mole
* HOMO energy: -15.678 eV
* maximum force: 3.1 eV Å⁻¹
* 2S+1: 1

CARTESIAN COORDINATES (ANGSTROEM)
Y (-1.074, -2.940, -2.976)
Cl (-0.849, -0.874, -2.349)
C (-0.014, 0.004, 1.199)
C (0.387, 0.673, -0.153)
O (-0.747, 1.127, -0.840)
O (1.173, -0.195, 1.964)
H (-0.574, -0.915, 1.025)
H (-0.594, 0.738, 1.759)
H (1.023, 0.054, -0.786)
H (1.118, 1.474, -0.037)
H (-0.893, 0.477, -1.531)
H (1.044, 0.377, 2.724)

Cartesian forces (eV/Å) of the 6 atoms listed first:
Y -0.26 -2.36 -0.65
Cl 0.28 -0.99 -1.54
C 1.51 1.54 -0.42
C 0.54 -0.01 0.99
O -0.16 0.52 0.19
O -0.64 -0.37 -0.37

How is the electron density shared among the atoms? According to Löwdin, the charges in e are: 1.731 0.571 -0.212 -0.277 -0.109 -0.046 0.101 0.133 0.085 0.138 -0.215 0.099



Computed, not measured: the molecule C2H6ClOPS in a non-equilibrium geometry, with the ωB97M-V functional and the def2-TZVPD basis.

Calculated values
* LUMO: 0.3 eV
* gap between HOMO and LUMO: 9.14 eV
* energy relative to the best compared isomer or geometry (same formula, charge and spin): 55.0 kcal per mole
* HOMO energy: -8.864 eV
* maximum force: 2.7 eV Å⁻¹
* 2S+1: 1
* SMILES: CP(CO)SCl

CARTESIAN COORDINATES (ANGSTROEM)
C (-1.044, 1.083, 0.037)
P (-0.680, -0.577, -0.655)
C (0.464, -1.146, 0.692)
O (1.340, -0.111, 1.195)
S (0.933, 0.211, -1.946)
Cl (-0.021, 0.193, -3.752)
H (-1.520, 1.035, 1.014)
H (-1.848, 1.635, -0.462)
H (-0.176, 1.789, 0.028)
H (1.245, -1.905, 0.500)
H (-0.196, -1.641, 1.363)
H (1.504, -0.565, 1.987)

Cartesian forces (eV/Å) of the 6 atoms listed first:
C -0.37 1.40 0.40
P 1.37 0.73 -0.80
C 1.69 0.04 -1.71
O -1.78 0.40 -0.78
S -0.55 -0.65 0.17
Cl 0.01 -0.03 0.03

How is the electron density shared among the atoms? According to Löwdin, the charges in e are: -0.405 0.674 -0.512 -0.132 0.091 -0.017 0.033 0.033 0.037 0.097 0.054 0.046



Computed, not measured: a structure of composition C2H6CoN2O6S, with the ωB97M-V functional and the def2-TZVPD basis.

Calculated values
* LUMO (alpha / beta): -6.3 / -6.3 eV
* gap between HOMO and LUMO (alpha / beta): 9.02 / 9.02 eV
* total charge: +1
* HOMO energy (alpha / beta): -15.364 / -15.364 eV
* maximum force: 0.8 eV Å⁻¹
* 2S+1: 1

CARTESIAN COORDINATES (ANGSTROEM)
Co (0.287, 1.711, -0.014)
C (0.836, -3.279, -0.488)
O (1.509, -1.995, -0.375)
C (0.839, -0.895, -0.373)
O (1.451, 0.196, -0.303)
N (-0.509, -0.896, -0.494)
N (-1.092, 0.380, -0.423)
H (1.631, -4.013, -0.444)
H (0.328, -3.341, -1.450)
H (0.158, -3.412, 0.354)
H (-1.090, -1.719, -0.535)
H (-1.692, 0.459, 0.403)
H (-1.643, 0.580, -1.259)
O (-0.658, 4.490, 1.973)
S (-0.236, 3.419, 1.184)
O (1.219, 3.200, 0.805)
O (-0.484, 1.957, 1.658)
O (-0.855, 3.158, -0.219)

Cartesian forces (eV/Å) of the 6 atoms listed first:
Co -0.29 -0.68 -0.41
C 0.07 0.12 -0.02
O -0.03 -0.11 0.01
C 0.26 0.12 -0.25
O -0.10 0.09 0.55
N 0.11 0.04 0.08

How is the electron density shared among the atoms? According to Löwdin, the charges in e are: 0.722 0.027 0.077 -0.496 0.066 0.098 0.067 0.114 0.110 0.109 0.167 0.152 0.167 -0.132 0.530 -0.247 -0.262 -0.270



Computed, not measured: a structure of composition C2H6CsO in a non-equilibrium geometry, with the ωB97M-V functional and the def2-TZVPD basis.

Calculated values
* LUMO: -3.7 eV
* gap between HOMO and LUMO: 10.87 eV
* total charge: +1
* energy relative to the best compared isomer or geometry (same formula, charge and spin): 2.5 kcal per mole
* HOMO energy: -14.554 eV
* maximum force: 1.2 eV Å⁻¹
* 2S+1: 1

CARTESIAN COORDINATES (ANGSTROEM)
Cs (13.682, -25.491, 0.149)
C (12.864, -29.324, 3.109)
C (12.675, -28.806, 1.704)
O (12.169, -27.465, 1.740)
H (13.129, -30.386, 3.141)
H (11.985, -29.154, 3.729)
H (13.708, -28.878, 3.646)
H (11.985, -29.423, 1.121)
H (13.604, -28.848, 1.131)
H (11.243, -27.419, 1.989)

Cartesian forces (eV/Å) of the 6 atoms listed first:
Cs -0.01 0.00 0.04
C 0.73 -0.47 0.55
C -0.67 -0.54 0.25
O 0.70 0.76 -0.64
H -0.41 -0.02 -0.27
H -0.16 -0.14 -0.12

How is the electron density shared among the atoms? According to Löwdin, the charges in e are: 1.076 -0.076 -0.309 -0.262 0.087 0.082 0.082 0.120 0.106 0.094



Computed, not measured: a structure of composition C2H6F6NO19S5Zn in a non-equilibrium geometry, with the ωB97M-V functional and the def2-TZVPD basis.

Calculated values
* LUMO (alpha / beta): 7.9 / 7.2 eV
* gap between HOMO and LUMO (alpha / beta): 3.74 / 3.00 eV
* total charge: -4
* HOMO energy (alpha / beta): 4.164 / 4.166 eV
* maximum force: 5.7 eV Å⁻¹
* 2S+1: 2
* expectation value of S²: 0.762

CARTESIAN COORDINATES (ANGSTROEM)
Zn (-0.308, 0.131, -0.295)
S (-3.188, -1.426, -0.193)
O (-3.309, -2.277, -1.354)
O (-4.418, -0.641, -0.098)
O (-3.126, -2.313, 0.930)
O (-2.077, -0.538, -0.245)
S (-1.287, 3.244, -0.942)
O (-1.480, 4.125, 0.209)
O (-0.343, 3.884, -1.772)
O (-0.730, 1.976, -0.497)
O (-2.526, 3.110, -1.715)
S (-0.175, 0.715, 3.012)
O (-0.490, -0.379, 3.920)
O (1.213, 1.163, 3.112)
O (-0.557, 0.270, 1.620)
O (-1.036, 1.818, 3.249)
C (2.789, -1.010, -2.863)
F (2.399, -0.046, -3.761)
F (1.841, -1.943, -2.963)
F (3.930, -1.665, -3.162)
S (2.863, -0.286, -1.068)
O (4.135, -0.836, -0.582)
O (2.692, 1.168, -1.294)
N (1.370, -0.930, -0.371)
S (1.937, -2.148, 0.427)
O (2.737, -3.057, -0.431)
O (2.645, -1.659, 1.561)
C (0.363, -3.214, 0.954)
F (0.740, -4.094, 1.889)
F (-0.601, -2.405, 1.384)
F (-0.096, -3.919, -0.042)
O (-3.062, 1.399, 1.767)
H (-2.652, 0.985, 1.007)
H (-2.360, 1.461, 2.414)
O (1.222, 2.920, 1.302)
H (1.274, 2.263, 1.996)
H (0.437, 2.686, 0.808)
O (-0.224, 0.247, -2.334)
H (-1.001, 0.424, -2.864)
H (0.459, 0.798, -2.716)

Cartesian forces (eV/Å) of the 6 atoms listed first:
Zn 0.06 1.56 1.43
S -0.41 -0.08 -0.05
O -0.19 -0.74 -2.02
O -1.45 0.31 0.06
O -0.47 -1.23 2.10
O 0.38 0.27 -1.07

How is the electron density shared among the atoms? According to Löwdin, the charges in e are: 0.572 0.193 -0.252 -0.152 -0.197 -0.322 0.108 -0.391 -0.409 -0.411 -0.437 0.231 -0.398 -0.371 -0.413 -0.333 -0.599 0.080 0.100 0.097 0.775 -0.327 -0.278 -0.298 0.593 -0.367 -0.270 -0.634 0.119 0.137 0.152 -0.088 -0.031 -0.060 -0.106 -0.086 -0.040 -0.031 0.088 0.055



Computed, not measured: a cluster of 2 separate species, C2H6FN in total in a non-equilibrium geometry, with the ωB97M-V functional and the def2-TZVPD basis.

Calculated values
* LUMO: 0.8 eV
* gap between HOMO and LUMO: 10.22 eV
* energy relative to the best compared isomer or geometry (same formula, charge and spin): 41.6 kcal per mole
* HOMO energy: -9.388 eV
* maximum force: 4.4 eV Å⁻¹
* 2S+1: 1

CARTESIAN COORDINATES (ANGSTROEM)
C (-0.458, -1.794, 0.507)
C (0.304, 1.952, -1.416)
N (0.835, 1.697, -0.211)
F (-1.010, 2.228, -1.294)
H (0.205, -1.788, 1.354)
H (-1.429, -1.607, 0.841)
H (-0.200, -0.914, -0.153)
H (-0.349, -2.797, -0.018)
H (1.768, 1.197, -0.200)
H (0.335, 1.827, 0.590)

Cartesian forces (eV/Å) of the 6 atoms listed first:
C 1.73 -0.18 -1.85
C 0.72 -0.74 0.03
N 2.12 -0.93 -3.73
F 0.55 0.24 0.73
H 0.33 0.00 0.37
H -1.71 -0.09 0.53

How is the electron density shared among the atoms? According to Löwdin, the charges in e are: -0.050 -0.187 0.066 -0.050 0.002 -0.017 0.011 0.047 0.131 0.047



Computed, not measured: a cluster of 2 separate species, C2H6FN4O4 in total in a non-equilibrium geometry, with the ωB97M-V functional and the def2-TZVPD basis.

Calculated values
* LUMO: 2.8 eV
* gap between HOMO and LUMO: 5.66 eV
* total charge: -1
* energy relative to the best compared isomer or geometry (same formula, charge and spin): 0.0 kcal per mole
* HOMO energy: -2.820 eV
* maximum force: 2.2 eV Å⁻¹
* 2S+1: 1

CARTESIAN COORDINATES (ANGSTROEM)
C (0.286, 0.745, 0.182)
H (-0.057, -0.264, -1.697)
F (-3.757, -0.185, 1.040)
C (0.432, -0.473, -0.735)
N (0.048, 0.414, 1.529)
H (-0.200, 1.241, 2.061)
H (0.939, 0.004, 1.933)
N (-0.669, 1.798, -0.374)
O (-0.571, 2.090, -1.553)
O (-1.355, 2.394, 0.428)
N (-0.508, -1.589, -0.153)
O (-1.666, -1.553, -0.512)
O (-0.016, -2.463, 0.519)
N (1.769, -0.845, -0.856)
H (1.981, -1.270, -1.749)
H (2.137, -1.409, -0.040)
H (1.207, 1.364, -0.025)

Cartesian forces (eV/Å) of the 6 atoms listed first:
C 1.32 1.24 -1.20
H 0.45 0.03 0.27
F 0.09 0.09 0.00
C -1.74 0.26 0.17
N 1.29 -0.50 1.14
H -0.18 -0.12 0.01

How is the electron density shared among the atoms? According to Löwdin, the charges in e are: -0.287 0.154 -0.908 -0.273 0.100 0.089 0.124 -0.344 0.047 0.103 -0.369 0.100 0.035 0.065 0.085 0.118 0.161



Computed, not measured: a cluster of 2 separate species, C2H6FNO in total, with the ωB97M-V functional and the def2-TZVPD basis.

Calculated values
* LUMO: 0.9 eV
* gap between HOMO and LUMO: 10.83 eV
* energy relative to the best compared isomer or geometry (same formula, charge and spin): 71.9 kcal per mole
* HOMO energy: -9.910 eV
* maximum force: 0.9 eV Å⁻¹
* 2S+1: 1
* SMILES: C=O.CNF

CARTESIAN COORDINATES (ANGSTROEM)
C (-2.586, -1.078, -0.848)
O (-3.439, -1.770, -0.378)
H (-2.259, -0.137, -0.377)
H (-2.053, -1.331, -1.778)
C (1.877, 1.052, 0.609)
N (0.650, 0.325, 0.406)
F (0.778, -0.472, -0.761)
H (2.051, 1.678, -0.266)
H (1.718, 1.690, 1.476)
H (2.755, 0.416, 0.777)
H (0.508, -0.374, 1.140)

Cartesian forces (eV/Å) of the 6 atoms listed first:
C 0.44 0.37 -0.13
O -0.32 -0.28 0.14
H -0.04 0.08 0.11
H -0.03 -0.15 -0.13
C 0.40 -0.24 -0.28
N -0.84 0.06 0.40

How is the electron density shared among the atoms? According to Löwdin, the charges in e are: -0.160 -0.004 0.070 0.077 -0.120 -0.094 -0.127 0.081 0.085 0.079 0.112



Number 1: DFT total energy -20278.246 eV. Number 2: DFT total energy -29060.270 eV. Number 3: DFT total energy -16738.654 eV. Number 4: DFT total energy -28078.573 eV. Number 5: DFT total energy -19809.139 eV. Number 6: DFT total energy -36864.245 eV. Number 7: DFT total energy -65889.387 eV. Number 8: DFT total energy -4761.328 eV. Number 9: DFT total energy -161454.078 eV. Number 10: DFT total energy -6376.854 eV. Number 11: DFT total energy -19033.289 eV. Number 12: DFT total energy -8423.319 eV.